# 1
ORCA calculation (ωB97M-V/def2-TZVPD) on a structure of composition C42H31CaN7O8STe.

Values from the calculation:
HOMO level (alpha / beta) (eV): -2.7 / -5.9
HOMO-LUMO gap (alpha / beta) (eV): 4.5 / 7.7
Relative energy (zero: lowest compared OMol25 entry of this formula, charge and spin) (eV): 0.591
Charge: -1
2S+1: 2
<S²>: 0.776

```
91
Properties=species:S:1:pos:R:3:lowdin_charge:R:1
Ca 0.949 -0.550 -1.542 1.4184
S 3.015 -0.955 -9.145 0.9187
N 1.992 0.057 -8.381 -0.2407
C 1.981 -0.291 -7.112 -0.3092
C 1.198 0.337 -6.058 -0.1154
C 0.354 1.387 -6.306 -0.0350
C -0.405 1.943 -5.271 -0.0802
C -0.251 1.391 -4.011 -0.1569
N 0.566 0.393 -3.714 -0.0181
C 1.321 -0.190 -4.725 -0.1662
C 2.172 -1.281 -4.433 -0.1682
N 2.261 -1.776 -3.133 -0.0266
C 3.063 -2.807 -2.888 -0.1559
C 3.840 -3.446 -3.837 -0.0796
C 3.763 -2.974 -5.152 -0.0353
C 2.947 -1.918 -5.462 -0.1175
C 2.837 -1.403 -6.819 -0.3086
N 3.472 -1.865 -7.875 -0.2414
H 0.282 1.767 -7.318 0.1082
H -1.093 2.759 -5.435 0.0869
H -0.840 1.776 -3.182 0.1060
H 3.063 -3.155 -1.858 0.1027
H 4.463 -4.282 -3.558 0.0890
H 4.338 -3.436 -5.947 0.1079
O 1.141 -3.958 -0.111 0.0417
C 0.622 -2.866 0.067 -0.6502
O 1.244 -1.757 0.275 -0.2655
C -0.929 -2.810 0.022 -0.0504
C -1.573 -3.929 0.499 0.0497
C -2.956 -4.044 0.399 -0.1436
C -3.720 -3.096 -0.239 0.0610
C -3.081 -1.992 -0.765 -0.0603
C -1.684 -1.754 -0.635 -0.3387
O -1.133 -0.653 -0.975 -0.2775
N -3.953 -0.999 -1.438 -0.3419
O -3.451 -0.212 -2.207 0.0926
O -5.125 -0.966 -1.089 0.0332
N -3.625 -5.237 0.943 -0.3641
O -4.826 -5.347 0.773 0.0514
O -2.934 -6.072 1.496 0.0596
H -0.992 -4.719 0.952 0.1298
H -4.788 -3.207 -0.331 0.1276
C -1.890 1.218 7.840 -0.0514
C -1.479 1.054 6.404 -0.2629
C -1.270 2.156 5.589 -0.0141
C -0.901 2.032 4.250 -0.2699
C -0.630 3.289 3.470 -0.0504
C -0.769 0.745 3.727 -0.3263
Te -0.369 0.348 1.707 1.9646
N 1.414 1.238 1.722 -0.1730
C 2.058 1.341 0.575 -0.6170
O 1.559 1.264 -0.587 -0.2350
C 3.533 1.597 0.694 -0.1460
C 4.368 1.262 -0.363 -0.0162
C 5.741 1.432 -0.248 -0.0785
C 6.281 1.954 0.917 -0.0976
C 5.447 2.301 1.973 -0.0882
C 4.078 2.115 1.866 -0.0345
C -1.725 1.754 0.926 -0.3710
C -1.256 2.740 0.066 -0.1126
C -2.155 3.567 -0.585 -0.0738
C -3.518 3.399 -0.372 -0.0705
C -3.972 2.407 0.479 -0.0421
C -3.086 1.549 1.132 -0.2972
C -3.650 0.459 2.005 -0.0452
C -0.945 -0.391 4.528 -0.3007
C -0.758 -1.801 4.019 -0.0769
C -1.296 -0.212 5.861 -0.0146
H -1.721 2.237 8.186 0.0727
H -1.334 0.541 8.489 0.0782
H -2.951 0.994 7.970 0.0828
H -1.379 3.152 6.007 0.1169
H -0.238 4.054 4.141 0.0817
H -1.544 3.677 3.013 0.0884
H 0.100 3.132 2.679 0.0496
H 3.943 0.868 -1.277 0.1122
H 6.383 1.154 -1.074 0.1019
H 7.352 2.088 1.006 0.0963
H 5.865 2.705 2.886 0.0970
H 3.416 2.361 2.685 0.1037
H -0.193 2.853 -0.101 0.0940
H -1.795 4.324 -1.269 0.1051
H -4.230 4.029 -0.889 0.1031
H -5.037 2.266 0.621 0.1169
H -4.589 0.097 1.587 0.0827
H -3.836 0.820 3.020 0.0916
H -2.994 -0.412 2.094 0.0449
H 0.201 -1.942 3.514 0.0767
H -1.534 -2.090 3.305 0.0697
H -0.796 -2.502 4.851 0.0795
H -1.420 -1.087 6.490 0.1178
```


# 2
ORCA calculation (ωB97M-V/def2-TZVPD) on a cluster of 7 separate species, C42H31N3O14 in total.

Values from the calculation:
HOMO level (eV): -9.7
HOMO-LUMO gap (eV): 7.6
2S+1: 1

```
90
Properties=species:S:1:pos:R:3:lowdin_charge:R:1
C -2.070 7.643 -2.637 -0.0642
C -3.275 7.101 -2.157 -0.0818
C -3.264 5.926 -1.497 -0.0198
C -2.083 5.318 -0.968 -0.1187
C -0.893 5.899 -1.362 0.0234
C -0.904 7.072 -2.205 -0.0451
N -2.100 4.081 -0.162 -0.2856
O -3.179 3.527 0.206 0.0523
O -1.028 3.561 0.158 0.0246
H -2.157 8.597 -3.137 0.1091
H -4.223 7.582 -2.349 0.1114
H -4.210 5.555 -1.129 0.1145
H 0.046 5.403 -1.164 0.0952
H 0.047 7.336 -2.643 0.1066
C -3.526 -4.144 -2.535 -0.0546
C -3.684 -3.300 -3.661 -0.0835
C -3.006 -3.576 -4.808 0.0090
C -2.179 -4.793 -4.881 -0.1162
C -1.985 -5.550 -3.712 -0.0283
C -2.694 -5.273 -2.538 -0.0658
N -1.592 -5.129 -6.185 -0.3324
O -0.709 -5.972 -6.297 0.0575
O -1.922 -4.500 -7.221 0.0378
H -4.211 -3.895 -1.738 0.1064
H -4.419 -2.510 -3.699 0.1116
H -3.106 -2.840 -5.592 0.1154
H -1.331 -6.403 -3.609 0.1189
H -2.274 -5.816 -1.704 0.1073
C -1.022 -1.910 2.083 -0.0734
C -1.164 -2.636 0.936 -0.0647
C -1.290 -1.991 -0.307 -0.0171
C -1.425 -0.631 -0.327 -0.1209
C -1.292 0.120 0.851 -0.0079
C -1.079 -0.518 2.057 -0.0565
N -1.821 0.088 -1.615 -0.3167
O -2.680 -0.470 -2.357 0.0501
O -1.300 1.150 -1.674 0.0882
H -0.916 -2.409 3.035 0.0953
H -1.135 -3.711 1.032 0.1080
H -1.478 -2.693 -1.105 0.0856
H -1.453 1.182 0.734 0.0877
H -0.885 0.085 2.932 0.0899
C 3.299 2.558 3.755 0.0207
C 3.495 3.861 3.977 0.0025
C 2.502 4.864 3.795 -0.4218
O 2.813 6.019 3.771 0.1356
C 1.154 4.296 3.491 0.0365
C 0.942 3.001 3.198 0.0262
C 1.982 1.947 3.443 -0.4056
O 1.855 0.812 3.129 0.1235
H 4.074 1.812 3.848 0.1210
H 4.532 4.162 4.012 0.1278
H 0.353 4.912 3.110 0.1148
H 0.029 2.757 2.676 0.1024
C 0.404 -2.046 5.945 0.0048
C -0.626 -1.204 5.845 -0.0031
C -2.046 -1.376 6.310 -0.3234
O -2.943 -0.534 6.104 0.0843
C -2.112 -2.698 7.065 0.0253
C -1.092 -3.609 7.137 0.0325
C 0.285 -3.354 6.561 -0.3892
O 1.201 -4.127 6.747 0.1160
H 1.354 -1.637 5.637 0.1245
H -0.445 -0.192 5.512 0.1090
H -2.997 -2.985 7.613 0.1053
H -1.240 -4.463 7.781 0.1125
C 1.114 -3.914 -3.806 0.0324
C 2.210 -3.926 -4.630 0.0518
C 3.401 -4.720 -4.295 -0.3755
O 4.475 -4.831 -4.904 0.1031
C 3.279 -5.445 -3.048 0.0008
C 2.263 -5.285 -2.196 0.0160
C 1.112 -4.371 -2.393 -0.3289
O 0.203 -4.289 -1.546 0.0675
H 0.234 -3.386 -4.144 0.1087
H 2.177 -3.378 -5.560 0.1230
H 3.945 -6.288 -2.934 0.1268
H 2.161 -5.998 -1.392 0.1189
C 4.326 4.038 -0.864 0.0253
C 4.826 3.045 -0.131 0.0185
C 3.947 1.998 0.376 -0.4070
O 4.330 1.181 1.149 0.1298
C 2.538 2.055 -0.135 0.0653
C 2.185 2.977 -1.061 -0.0004
C 2.935 4.120 -1.407 -0.3860
O 2.607 5.028 -2.170 0.0987
H 4.928 4.886 -1.155 0.1192
H 5.845 3.184 0.200 0.1242
H 1.834 1.251 0.023 0.1209
H 1.222 2.735 -1.487 0.1124
```